[1]
{"formula": "C14H15N3OS", "method": "wB97M-V/def2-TZVPD", "lumo_energy_ev": 0.8, "de_lowest_kcal_mol": 0.0, "gap_ha": 0.3421, "elements": ["C", "H", "N", "S", "C", "C", "H", "C", "H", "H", "C", "N", "C", "C", "H", "H", "N", "H", "C", "H", "C", "C", "H", "H", "H", "C", "C", "H", "H", "C", "C", "H", "O", "H"], "xyz": [[0.55292, 1.64235, -0.15530], [1.79340, 2.06261, -1.86659], [-0.69395, -1.73084, 1.58782], [0.63268, 0.05937, -2.41472], [1.76553, -1.37824, -2.28231], [1.41149, -2.80369, 1.98541], [1.72251, -3.54642, 3.96542], [1.04402, -3.03698, 3.29692], [0.30000, 0.79469, 0.48889], [-2.00932, -1.60937, 3.13355], [-2.84076, 3.27919, -0.50988], [0.73707, -1.84826, -0.16975], [-1.68662, 2.80145, 0.08443], [-1.97788, 2.54040, -2.59891], [2.74843, -1.12554, -2.67918], [1.32110, -2.15214, -2.90877], [-0.87370, 2.09196, -2.03128], [-1.53258, 2.87950, 1.14993], [-1.02906, -1.96537, 2.84425], [2.36743, -3.10982, 1.59647], [0.49735, -2.14357, 1.16380], [-0.71916, 2.20925, -0.72238], [-3.88242, 3.50686, -2.38075], [1.04786, 2.39277, 0.46748], [-3.61099, 3.74579, 0.08728], [-0.20116, -2.61470, 3.74395], [1.90670, -1.89556, -0.86361], [2.36403, 0.69458, -0.87682], [-2.03910, 2.40510, -3.67024], [-2.99561, 3.14786, -1.88272], [1.48721, 1.20309, -1.27141], [-0.05166, -1.41578, -0.64659], [2.96181, -2.29590, -0.42512], [-0.51760, -2.78463, 4.76072]]}

=====

[2]
{"formula": "C14H15N3OS3", "method": "wB97M-V/def2-TZVPD", "lumo_energy_ev": 0.1, "de_lowest_kcal_mol": 0.0, "gap_ha": 0.3132, "elements": ["S", "N", "C", "C", "H", "C", "H", "C", "S", "N", "C", "C", "C", "O", "H", "C", "H", "C", "H", "C", "H", "S", "C", "H", "H", "H", "C", "H", "H", "H", "N", "H", "H", "H", "C", "C"], "xyz": [[-1.32478, 0.45226, 2.46090], [0.71848, -0.95765, 1.93065], [1.07062, 0.17325, 2.57693], [2.59095, 2.10090, 3.68886], [1.03161, 3.17847, 0.39020], [-2.44763, -1.62359, -1.34598], [1.23847, -2.59299, -3.06003], [-0.56200, -0.97732, 1.75548], [-1.39407, -2.29996, 1.02699], [-1.39741, -0.91833, -1.84028], [0.64004, 0.16727, -1.11814], [-0.75236, 0.16258, -1.21094], [0.52993, 2.33899, -0.06681], [-3.04710, -2.44603, -2.00494], [2.08484, -1.36698, -0.84956], [-0.84885, 2.34727, -0.20640], [-2.55689, 1.28052, -0.93188], [-2.76067, -1.44597, 0.13836], [-3.68109, -1.98077, 0.36645], [1.47567, -0.95940, -1.65987], [3.59921, 2.43426, 3.90955], [2.74167, 0.48431, 2.87681], [0.64923, -2.07617, -2.30259], [-1.42582, 3.19518, 0.12941], [-2.81180, -0.42063, 0.48675], [2.16304, -0.53461, -2.39803], [-1.48606, 1.26796, -0.78660], [2.33837, 1.26117, -0.43976], [-0.38663, -0.72324, -3.65540], [2.01387, 1.98812, 4.60070], [0.13431, 1.02180, 2.91874], [2.09312, 2.78911, 3.01397], [0.35712, -2.80698, -1.54549], [-1.22741, -2.27583, -3.39289], [1.26185, 1.26335, -0.53200], [-0.62182, -1.50033, -2.92317]]}

=====

[3]
{"formula": "C14H15N5OS", "method": "wB97M-V/def2-TZVPD", "lumo_energy_ev": -1.7, "de_lowest_kcal_mol": 75.9, "gap_ha": 0.2749, "elements": ["H", "C", "H", "H", "N", "C", "C", "H", "H", "H", "C", "H", "N", "H", "H", "N", "N", "H", "C", "C", "S", "C", "C", "C", "H", "C", "C", "H", "H", "C", "N", "C", "H", "C", "O", "H"], "xyz": [[1.79937, 0.62859, 3.24968], [1.40148, 2.39568, 4.25293], [1.77196, 1.42289, 0.99093], [2.39618, 2.84358, 4.23946], [-0.83618, -2.49268, -6.15480], [-0.73760, -1.28858, -4.03097], [-0.30144, 0.94808, 3.00177], [-1.75857, 0.22730, 4.35981], [-1.06629, 0.90643, -4.30204], [0.66002, 3.18073, 4.32843], [-0.30795, -2.31667, 1.19285], [1.31142, -1.85027, -0.08649], [-0.76398, 0.48502, 4.34824], [2.54933, 2.69566, 1.94204], [1.35256, 1.84712, 5.20013], [-0.51581, 0.30900, 0.54368], [-0.31521, -1.37670, 2.20318], [-0.19680, -0.32380, 4.60724], [1.16203, 1.47361, 3.07372], [-0.99507, -0.10289, -4.77026], [-0.12907, -2.83582, -1.73742], [0.23513, -1.93960, -0.16254], [-1.19942, -0.19677, -6.15435], [1.60012, 2.13964, 1.77560], [-0.46511, -3.40805, -4.32383], [-0.52603, -1.30429, -2.58814], [-0.35908, -0.10826, 1.88617], [-0.90161, 1.74706, 2.64969], [-0.83556, 0.79235, -2.02290], [-0.61961, -2.46142, -4.80775], [-1.14478, -1.36449, -6.82810], [-0.61303, -0.23617, -1.74396], [0.82509, 2.85847, 1.46648], [-0.31692, -0.59951, -0.37307], [-0.72853, -3.42114, 1.43487], [-1.43101, 0.72592, -6.66029]]}

=====

[4]
{"formula": "C14H16", "method": "wB97M-V/def2-TZVPD", "spin_multiplicity": 2, "lumo_energy_ev": [3.1, 3.1], "de_lowest_kcal_mol": 18.5, "total_charge": -1, "s2": 0.759, "gap_ha": [0.0802, 0.2476], "elements": ["H", "C", "H", "H", "H", "H", "C", "H", "H", "C", "C", "C", "C", "H", "C", "C", "H", "H", "C", "H", "H", "C", "H", "H", "C", "C", "C", "H", "H", "C"], "xyz": [[-2.65805, 3.93841, 1.44918], [-0.85179, -2.74050, 1.74303], [0.77767, -0.75574, 0.97196], [1.03162, -4.79795, -1.93060], [0.59550, 0.65227, -1.55827], [2.88271, -2.99946, -2.12522], [0.14386, -2.78972, 0.65529], [-0.33736, -4.77848, 0.00693], [-1.17872, -1.75723, 2.09934], [-2.56549, 3.02828, 0.84021], [0.79704, 3.87661, -0.56250], [1.18308, -3.98224, -1.23602], [0.34266, 1.61524, -1.12174], [1.44533, 4.75072, -0.44613], [-1.21744, 2.83521, 0.26154], [-0.83013, 1.62459, -0.37066], [-0.63426, -3.20522, 2.72574], [-2.78023, 2.19673, 1.53570], [2.02101, -1.84320, -0.49658], [-1.32688, 0.68016, -0.17755], [-1.74951, -3.26939, 1.38302], [1.19225, 2.70917, -1.21795], [-0.61877, 4.71242, 0.92341], [2.70620, -1.03153, -0.72882], [1.01503, -1.66590, 0.43835], [-0.37024, 3.97812, 0.16664], [2.11186, -2.91793, -1.36981], [2.06057, 2.71085, -1.86193], [-3.44789, 3.11389, 0.18656], [0.26036, -3.88818, -0.18312]]}

=====

[5]
{"formula": "C14H16", "method": "wB97M-V/def2-TZVPD", "spin_multiplicity": 2, "lumo_energy_ev": [3.1, 3.1], "de_lowest_kcal_mol": 36.2, "total_charge": -1, "s2": 0.761, "gap_ha": [0.0877, 0.2274], "elements": ["H", "H", "C", "C", "C", "C", "H", "C", "H", "C", "H", "C", "C", "C", "H", "H", "C", "H", "C", "H", "H", "H", "H", "H", "C", "C", "H", "H", "C", "H"], "xyz": [[-0.11383, -1.97195, -2.09102], [4.44539, -0.00397, 1.14391], [-2.06032, 0.21726, 0.61925], [3.05896, -2.29456, -1.09439], [0.77478, -1.64885, -1.66407], [-2.15292, 2.66864, 1.87388], [-4.87936, -0.19818, -0.36213], [-0.99654, 0.69886, 1.55894], [-1.81232, -0.63612, 0.07948], [4.49731, -0.72980, 0.35110], [2.13545, 0.80745, 0.20436], [3.21285, -1.14087, -0.36763], [-1.11176, 1.87015, 2.27329], [0.92950, -0.45877, -1.07166], [5.03899, -1.62129, 0.54288], [-4.70589, 1.26466, -1.17253], [-3.17483, 1.02833, 0.24294], [3.80107, -3.14543, -1.21694], [2.11112, -0.16587, -0.34721], [-0.12886, 0.06519, 1.72640], [5.00168, -0.20385, -0.44057], [-2.26934, 3.70814, 2.21639], [-0.43758, 2.25966, 2.98990], [1.76276, -3.47928, -2.44859], [1.81938, -2.58330, -1.76183], [-4.12041, 0.46386, -0.83807], [0.14998, 0.23421, -0.95558], [-3.59553, -0.19146, -1.51346], [-3.17943, 2.28278, 0.86487], [-4.00028, 2.90436, 0.65811]]}

=====

[6]
{"formula": "C14H16", "method": "wB97M-V/def2-TZVPD", "lumo_energy_ev": 0.9, "de_lowest_kcal_mol": 16.8, "gap_ha": 0.3595, "elements": ["C", "H", "H", "C", "H", "C", "C", "H", "C", "C", "H", "C", "H", "H", "C", "H", "H", "H", "C", "C", "C", "H", "C", "H", "C", "H", "H", "H", "H", "C"], "xyz": [[-0.44431, 0.24035, -3.16217], [-2.97605, -0.80353, 0.47356], [-1.82185, -1.09354, 3.57238], [0.73791, -0.44716, -2.56707], [-0.70133, 0.55319, 4.98488], [1.72229, -2.21033, -1.22508], [-0.90128, 0.76531, 3.93582], [-0.76171, 3.48667, 1.98233], [-1.44073, -0.21304, 3.08101], [2.89159, -1.46895, -1.08642], [2.04183, 1.10699, -3.11151], [-0.66654, 2.08240, 3.59839], [-0.96766, -0.43134, -3.85923], [-0.24749, -2.27746, -2.13526], [-1.09751, 1.45819, 1.35215], [1.60890, -3.14630, -0.70126], [-1.48790, -0.44190, -0.34563], [-1.64242, -1.79946, 0.78694], [-0.84273, 2.44163, 2.26039], [0.63984, -1.70216, -1.91490], [3.04399, -0.31476, -1.80723], [-1.17642, 0.51192, -2.39691], [-1.52096, 0.16496, 1.73471], [-0.27356, 1.12975, -3.76375], [1.97427, 0.17283, -2.56470], [-1.14102, 1.69492, 0.29440], [3.92296, 0.31665, -1.86737], [-0.27433, 2.81406, 4.28992], [3.68836, -1.84284, -0.45609], [-1.88612, -0.74708, 0.61768]]}